{"formula": "C22H72N16O12", "method": "the ωB97M-V functional and the def2-TZVPD basis", "homo_lumo_gap_ev": [7.18, 1.97], "spin_multiplicity": 2, "total_charge": 1, "homo_ev": [-10.71, -10.71], "elements": ["C", "O", "N", "N", "H", "H", "H", "H", "C", "O", "N", "N", "H", "H", "H", "H", "C", "O", "N", "N", "H", "H", "H", "H", "C", "O", "N", "N", "H", "H", "H", "H", "C", "O", "N", "N", "H", "H", "H", "H", "C", "O", "N", "N", "H", "H", "H", "H", "C", "C", "C", "O", "C", "N", "H", "H", "H", "H", "H", "H", "H", "H", "H", "H", "H", "C", "C", "C", "O", "C", "N", "H", "H", "H", "H", "H", "H", "H", "H", "H", "H", "H", "C", "C", "C", "O", "C", "N", "H", "H", "H", "H", "H", "H", "H", "H", "H", "H", "H", "C", "C", "C", "O", "C", "N", "H", "H", "H", "H", "H", "H", "H", "H", "H", "H", "H", "O", "H", "H", "O", "H", "H"], "positions_angstrom": [[-2.675899, -1.377197, 3.836177], [-3.093739, -0.835647, 4.818377], [-1.511349, -1.127707, 3.255427], [-3.296439, -2.262197, 3.070877], [-0.958319, -0.424257, 3.723837], [-1.411219, -1.185217, 2.252047], [-2.698049, -2.646217, 2.353547], [-4.193269, -2.683527, 3.266557], [-0.781949, 0.747483, 0.517667], [-0.884369, -0.462967, 0.607037], [-0.161199, 1.457963, 1.424177], [-1.129229, 1.464983, -0.504693], [0.556671, 1.122863, 2.050657], [-0.304229, 2.448773, 1.290257], [-1.522899, 0.832473, -1.186643], [-1.443079, 2.411393, -0.343743], [-3.722079, 6.577673, -0.781813], [-4.773639, 7.173263, -0.980513], [-2.633059, 7.107673, -0.359873], [-3.698049, 5.370223, -0.717493], [-2.729919, 8.108603, -0.265743], [-1.779739, 6.682253, -0.692993], [-4.387239, 4.752053, -1.121193], [-2.879619, 4.834403, -0.466153], [-2.812329, -1.343097, -2.276783], [-2.407809, -0.227577, -2.343773], [-3.492669, -1.959407, -3.227503], [-2.837359, -1.987377, -1.138993], [-4.025839, -2.758847, -2.916503], [-3.259379, -1.554697, -4.122983], [-3.562999, -2.689877, -1.144713], [-2.547879, -1.394807, -0.374043], [2.892401, -1.155247, 2.754527], [4.018291, -1.384937, 3.163347], [2.056121, -2.135767, 2.932877], [2.450641, -0.091197, 2.095647], [2.421941, -2.953287, 3.399727], [1.131901, -2.191947, 2.529447], [3.269531, 0.476783, 1.931547], [1.743111, -0.200387, 1.383207], [2.518921, 4.659233, 1.179807], [3.485251, 4.989063, 1.842967], [1.561061, 5.464513, 0.922827], [2.242141, 3.496383, 0.671947], [0.737411, 5.217893, 0.392837], [1.597581, 6.404143, 1.291417], [1.605131, 3.489153, -0.111803], [2.902931, 2.733773, 0.715117], [4.308671, -3.950687, -1.866603], [3.847661, -3.223607, -0.616763], [2.420741, -2.557027, -0.729543], [2.559531, -1.491437, -1.492073], [1.570031, -0.565177, -1.479683], [3.932481, -4.172207, 0.439907], [5.356011, -4.237917, -1.773413], [4.332521, -3.209767, -2.665713], [3.625981, -4.729297, -2.206873], [4.424281, -2.315497, -0.440873], [2.065841, -2.393437, 0.287997], [1.699661, -3.269977, -1.129343], [0.562111, -0.979467, -1.503843], [1.800561, 0.048843, -2.350283], [1.754401, 0.233923, -0.761673], [3.825191, -3.573207, 1.245997], [4.923831, -4.358437, 0.491267], [0.403901, 1.903283, 6.920367], [0.637271, 1.014283, 5.681187], [1.104581, -0.451447, 5.854777], [0.405761, -1.177097, 6.753407], [0.713481, -2.528617, 6.693467], [-0.499449, 1.086053, 4.836847], [-0.251579, 1.384923, 7.620187], [-0.005359, 2.864953, 6.610877], [1.320581, 2.139713, 7.460647], [1.408581, 1.520013, 5.100317], [2.159901, -0.457207, 6.127477], [1.085501, -0.963177, 4.892557], [1.702101, -2.659347, 7.133507], [0.572631, -2.926077, 5.688337], [0.025201, -2.973637, 7.412027], [-1.095649, 0.769773, 5.588247], [-0.800829, 2.046373, 4.752837], [-0.455489, -4.216517, 0.455847], [-1.183519, -5.179017, -0.495953], [-1.022139, -4.958997, -2.063993], [-1.548849, -6.094817, -2.753403], [-1.303129, -6.046347, -4.212663], [-0.710099, -6.488067, -0.045853], [-0.686709, -3.155787, 0.358457], [0.632281, -4.280307, 0.427587], [-0.755139, -4.540907, 1.452387], [-2.227979, -5.246507, -0.191593], [0.021471, -4.723167, -2.272233], [-1.634319, -4.089007, -2.301603], [-0.986859, -5.081877, -4.610003], [-2.102039, -6.558167, -4.749203], [-0.359429, -6.533567, -4.457923], [0.259861, -6.450057, -0.324833], [-1.069619, -7.211027, -0.652633], [-0.197559, 0.969333, -4.419363], [-0.002859, 1.899133, -5.639713], [-0.852089, 3.214723, -5.772353], [-0.269769, 4.054833, -6.660293], [-0.874029, 5.291983, -6.838663], [1.377421, 2.271163, -5.433023], [0.275451, -0.009347, -4.500353], [-1.234439, 0.875983, -4.096453], [0.235731, 1.400273, -3.516783], [0.006911, 1.417203, -6.617333], [-0.755729, 3.755233, -4.830723], [-1.906549, 3.093473, -6.020343], [-0.782279, 5.792853, -5.874913], [-1.872279, 5.240213, -7.273303], [-0.210599, 5.736143, -7.580753], [1.632601, 2.452793, -4.472823], [1.571861, 3.017803, -6.084813], [0.747971, 3.568113, -1.709873], [0.594701, 4.388863, -2.177963], [-0.032819, 3.042733, -1.884663], [-1.214539, 4.046903, 1.193347], [-0.884639, 4.864293, 1.566547], [-1.693099, 3.631473, 1.910737]], "atomic_forces_ev_per_a": [[-0.15, 0.46, -0.43], [-0.83, 0.50, 1.91], [3.15, 0.84, -0.21], [-2.15, -2.35, -1.63], [0.10, 0.43, -0.11], [0.05, 0.12, 0.25], [-0.68, -0.47, 0.20], [0.33, 0.23, 0.13], [1.92, -1.35, 2.63], [-0.27, -1.90, -0.93], [0.83, 1.90, 2.06], [-1.65, 1.08, -3.66], [-0.62, -0.08, 0.35], [1.11, -0.08, 0.45], [-1.12, 0.49, -0.78], [-0.10, -0.20, -0.24], [-5.24, 6.63, -0.23], [-0.29, 1.24, -0.73], [4.61, 3.63, 1.26], [0.49, -13.34, -0.76], [0.73, 0.04, -0.15], [0.10, 0.65, 0.27], [-0.41, 0.73, 0.09], [0.05, 0.39, 0.33], [-2.06, -1.14, 1.03], [2.57, 4.01, -1.55], [0.14, 0.00, -1.57], [0.11, -1.30, 1.73], [0.09, -0.05, -1.51], [-1.08, -0.94, -0.38], [0.47, -0.07, 1.36], [-0.17, -0.57, 0.71], [1.73, -2.38, 0.74], [1.49, 1.78, 0.08], [-3.33, -2.79, 0.10], [0.33, 2.33, -0.54], [-0.14, 0.20, -0.14], [-0.04, 0.12, 0.26], [-0.38, 0.51, -0.58], [0.32, -0.11, -0.06], [3.62, -0.14, 2.19], [0.54, -0.29, 0.25], [-4.78, 5.38, -0.93], [0.12, -4.66, -1.55], [0.44, -0.06, 0.14], [0.17, -0.19, -0.12], [0.23, -0.41, 0.23], [0.06, 0.42, 0.07], [-0.07, 1.74, -0.94], [-1.38, 0.52, -1.44], [0.87, -4.28, 1.88], [1.48, 1.77, -1.81], [0.01, 1.77, -1.05], [0.02, 0.49, 1.32], [-0.18, -0.56, 0.14], [-0.05, 0.05, -0.34], [0.25, -0.29, 0.42], [0.73, -0.01, -0.07], [0.02, 0.55, 0.36], [-0.22, -0.26, -0.38], [-0.13, 0.18, 0.22], [-0.62, -0.11, -0.76], [-0.54, -0.29, 1.17], [-0.35, -0.33, 0.99], [0.27, -0.74, 0.12], [0.71, -0.83, 0.33], [2.73, 1.20, 0.02], [1.29, 1.54, -1.01], [-1.88, 0.37, 1.08], [-0.42, -0.12, 1.37], [-1.66, -0.75, 0.41], [-0.25, 0.21, 0.04], [-0.22, -0.11, -0.01], [0.14, -0.19, 0.00], [0.79, -0.25, 0.15], [0.48, 0.27, 0.17], [-0.21, 0.27, -0.45], [0.45, -0.42, -0.53], [0.22, -0.21, -0.04], [-0.08, -0.44, -0.33], [-2.07, -0.64, -0.74], [0.15, 0.35, -0.21], [-0.39, 0.40, -0.07], [0.10, -0.69, -0.17], [-1.03, -0.05, 1.74], [0.65, 0.71, -1.55], [1.08, -0.39, 1.25], [0.76, -0.06, -0.76], [-0.25, 0.08, -0.26], [0.01, -0.38, -0.24], [0.05, 0.10, 0.09], [-0.41, 0.74, -0.53], [0.27, -0.31, -0.27], [0.11, 0.30, -0.29], [-1.20, 0.73, 0.28], [-0.07, 0.42, 0.20], [0.02, -0.94, 0.40], [0.72, -0.51, 0.42], [-0.44, -0.19, -0.10], [-1.69, 0.26, 0.28], [1.54, -1.74, 1.59], [-0.15, 0.72, 1.38], [1.81, -1.65, -1.75], [0.73, 0.80, -0.47], [-2.05, 2.24, -1.16], [-0.21, 0.07, -0.45], [-0.16, -0.47, -0.41], [0.30, 0.37, -0.08], [-0.42, -0.24, -0.23], [-0.52, -0.48, 0.91], [-0.10, -0.90, 0.19], [-0.59, 0.62, -0.14], [-0.20, -0.08, 0.39], [-0.31, 0.57, 0.17], [0.76, -0.46, 0.45], [1.28, 0.30, -0.60], [0.03, 0.10, -0.66], [0.12, 0.46, -0.08], [-0.35, -0.52, 0.29], [-0.24, 0.14, -0.53], [0.16, 0.34, 0.26], [-0.42, -0.11, 0.38]], "mulliken_spin": [0.00, 0.00, 0.00, 0.00, 0.00, 0.00, 0.00, 0.00, 0.00, 0.00, 0.00, 0.00, 0.00, 0.00, 0.00, 0.00, 0.00, 0.00, 0.00, 0.00, 0.00, 0.00, 0.00, 0.00, 0.00, 0.00, 0.00, 0.00, 0.00, 0.00, 0.00, 0.00, 0.00, 0.00, 0.00, 0.00, 0.00, 0.00, 0.00, 0.00, 0.00, 0.00, 0.00, 0.00, 0.00, 0.00, 0.00, 0.00, 0.00, 0.00, 0.00, 0.00, 0.00, 0.00, 0.00, 0.00, 0.00, 0.00, 0.00, 0.00, 0.00, 0.00, 0.00, 0.00, 0.00, 0.00, 0.00, 0.00, 0.00, 0.00, 0.00, 0.00, 0.00, 0.00, 0.00, 0.00, 0.00, 0.00, 0.00, 0.00, 0.00, 0.00, 0.00, 0.00, 0.00, 0.00, 0.00, 0.00, 0.00, 0.00, 0.00, 0.00, 0.00, 0.00, 0.00, 0.00, 0.00, 0.00, 0.00, 0.01, 0.00, 0.12, 0.02, 0.00, 0.81, 0.00, 0.00, -0.01, 0.03, 0.00, 0.01, 0.00, 0.00, 0.00, 0.00, -0.01, 0.00, 0.00, 0.00, 0.00, 0.00, 0.00]}